{"formula": "C40H80O10", "method": "the ωB97M-V functional and the def2-TZVPD basis", "symbols": ["C", "C", "C", "O", "C", "H", "H", "H", "H", "H", "H", "H", "H", "C", "C", "C", "O", "C", "H", "H", "H", "H", "H", "H", "H", "H", "C", "C", "C", "O", "C", "H", "H", "H", "H", "H", "H", "H", "H", "C", "C", "C", "O", "C", "H", "H", "H", "H", "H", "H", "H", "H", "C", "C", "C", "O", "C", "H", "H", "H", "H", "H", "H", "H", "H", "C", "C", "C", "O", "C", "H", "H", "H", "H", "H", "H", "H", "H", "C", "C", "C", "O", "C", "H", "H", "H", "H", "H", "H", "H", "H", "C", "C", "C", "O", "C", "H", "H", "H", "H", "H", "H", "H", "H", "C", "C", "C", "O", "C", "H", "H", "H", "H", "H", "H", "H", "H", "C", "C", "C", "O", "C", "H", "H", "H", "H", "H", "H", "H", "H"], "coordinates": [[-16.43976, -1.46223, 6.07721], [-17.16404, -2.59701, 6.84343], [-16.81341, -2.44834, 8.32397], [-15.51465, -1.77110, 8.21823], [-15.58029, -0.88756, 7.13833], [-17.16330, -0.73255, 5.71366], [-15.93241, -2.03435, 5.30045], [-16.88626, -3.55119, 6.39571], [-18.25121, -2.54229, 6.89977], [-16.70408, -3.37334, 8.89011], [-17.54127, -1.84467, 8.86610], [-14.54672, -0.78915, 6.80646], [-15.95627, 0.09731, 7.41537], [-23.37619, -11.87151, 9.27785], [-22.32707, -11.59568, 8.29131], [-21.22747, -10.81345, 9.09063], [-21.30020, -11.29094, 10.40518], [-22.58293, -11.88273, 10.64242], [-23.78194, -12.86785, 9.10238], [-24.16005, -11.11956, 9.36846], [-22.76031, -11.10363, 7.42051], [-21.81050, -12.47459, 7.90559], [-21.56591, -9.77732, 9.08961], [-20.25560, -11.00304, 8.63496], [-23.12220, -11.28808, 11.37977], [-22.50278, -12.88964, 11.05206], [-19.47770, -10.08908, 13.86011], [-19.37827, -9.76282, 12.39542], [-18.68860, -10.94990, 11.84349], [-19.21074, -12.03524, 12.56036], [-19.90272, -11.59550, 13.74090], [-20.27211, -9.49910, 14.31721], [-18.55944, -9.95748, 14.43246], [-18.81730, -8.85035, 12.19342], [-20.33913, -9.71399, 11.88311], [-17.62123, -10.78014, 11.98482], [-18.91309, -11.00830, 10.77846], [-19.58144, -12.12462, 14.63807], [-20.98806, -11.60670, 13.64091], [-19.13311, -1.95502, 12.05837], [-18.56004, -2.32953, 13.42461], [-19.78916, -2.58716, 14.32440], [-20.92706, -2.25356, 13.55728], [-20.65752, -2.35881, 12.10884], [-18.57308, -2.27465, 11.17957], [-19.10609, -0.86709, 11.99681], [-17.96173, -1.47984, 13.75346], [-17.93461, -3.22090, 13.37552], [-19.79943, -1.99331, 15.23837], [-19.81815, -3.60563, 14.71168], [-21.35376, -1.89163, 11.41236], [-20.82428, -3.40511, 11.85279], [-14.76143, -7.56547, 9.44783], [-15.53597, -6.37129, 8.83316], [-16.42123, -7.07941, 7.89589], [-17.01180, -8.01606, 8.78645], [-15.93455, -8.55745, 9.63810], [-14.27768, -7.31711, 10.39250], [-14.04799, -7.97572, 8.73313], [-14.81565, -5.75908, 8.29053], [-16.03945, -5.81803, 9.62593], [-15.85966, -7.40919, 7.02184], [-17.17319, -6.44471, 7.42702], [-15.64589, -9.51355, 9.20148], [-16.34398, -8.59622, 10.64754], [-25.41705, -4.72252, 7.04189], [-25.12000, -5.99213, 6.30796], [-26.42739, -6.77094, 6.39287], [-26.99153, -6.24273, 7.62970], [-26.74960, -4.92448, 7.72888], [-25.60406, -3.92799, 6.31951], [-24.55957, -4.58522, 7.70066], [-24.41490, -6.58047, 6.89515], [-24.72613, -5.74719, 5.32157], [-26.19470, -7.83144, 6.48926], [-27.11523, -6.50755, 5.58937], [-26.74760, -4.48865, 8.72796], [-27.57001, -4.36875, 7.27478], [-21.81579, -4.72952, 4.69592], [-21.94627, -4.57225, 3.21741], [-20.96636, -3.53797, 3.00729], [-19.83989, -3.76530, 3.85606], [-20.27034, -4.57572, 5.02744], [-22.25672, -5.67281, 5.01824], [-22.44079, -4.03148, 5.25288], [-22.96334, -4.32560, 2.91272], [-21.58011, -5.42774, 2.64983], [-21.34760, -2.53800, 3.21418], [-20.53578, -3.62932, 2.01011], [-20.04250, -3.99965, 5.92429], [-19.68476, -5.49501, 5.01732], [-24.29024, -4.56465, 13.25122], [-24.73324, -5.74857, 12.39998], [-26.17411, -5.90253, 12.81821], [-26.58514, -4.69779, 13.51145], [-25.55703, -3.70949, 13.40759], [-23.52660, -4.05503, 12.66364], [-23.94719, -4.69099, 14.27809], [-23.96896, -6.49294, 12.62334], [-24.56269, -5.51446, 11.34916], [-26.30454, -6.85695, 13.32829], [-26.61778, -6.21893, 11.87419], [-25.47054, -3.09778, 14.30561], [-25.77173, -2.89842, 12.71178], [-21.34808, -6.09815, 10.35639], [-19.81314, -5.91285, 10.32918], [-19.63787, -5.11234, 8.97595], [-20.89122, -4.43756, 8.67620], [-21.96433, -5.19848, 9.21272], [-21.70453, -5.72095, 11.31491], [-21.74022, -7.10096, 10.18704], [-19.27225, -6.85899, 10.34832], [-19.39794, -5.31859, 11.14316], [-19.59866, -5.83721, 8.16287], [-18.74863, -4.48896, 8.88239], [-22.37769, -5.82126, 8.41939], [-22.76993, -4.54248, 9.54253], [-19.87833, -8.28185, 3.92280], [-20.29004, -9.20691, 4.98620], [-19.71398, -8.51430, 6.25867], [-18.91292, -7.41517, 5.80230], [-18.59464, -7.68118, 4.46823], [-20.53390, -7.43251, 3.73057], [-19.53406, -8.79225, 3.02332], [-19.81253, -10.16668, 4.78888], [-21.36024, -9.35740, 5.12805], [-19.04569, -9.15239, 6.83689], [-20.52120, -8.20203, 6.92124], [-17.79096, -8.41751, 4.46201], [-18.19753, -6.85948, 3.87223]], "forces_ev_per_angstrom": [[-1.59, -1.53, 0.04], [-1.55, -0.42, 0.79], [1.91, 0.55, -0.99], [-0.90, -0.89, 1.48], [1.52, 0.71, -0.05], [0.26, -0.14, -0.43], [0.23, 0.89, -0.32], [-0.04, -0.12, 0.41], [-0.22, 0.03, -1.01], [0.35, -0.04, -0.18], [-0.02, 0.39, -0.07], [0.05, 0.35, -0.01], [-0.02, 0.17, 0.35], [0.03, -1.05, 2.30], [1.73, 0.60, -1.01], [-1.84, -0.07, -1.15], [-0.22, -0.88, 0.22], [-0.69, 0.23, -0.49], [-0.48, 0.20, 0.12], [0.00, -0.07, -0.44], [0.43, 0.42, -0.06], [-0.40, -0.40, 0.13], [0.68, 0.53, -0.14], [0.13, 0.43, 0.33], [0.03, 0.13, 0.13], [0.45, -0.02, -0.08], [-1.39, -0.68, 0.18], [0.16, 1.29, -0.28], [0.20, 0.58, -0.53], [-0.29, -1.21, 0.61], [1.12, 1.89, 0.11], [0.08, -0.02, 0.30], [0.11, -0.03, -0.23], [-0.05, 0.15, -0.05], [-0.26, 0.26, 0.46], [0.42, -0.69, 0.05], [0.18, -0.56, 0.01], [-0.05, -0.46, -0.30], [-0.06, -0.47, -0.26], [-1.43, 0.68, -0.42], [0.03, -0.25, -0.08], [0.38, 0.32, -0.30], [-1.10, 0.56, -1.30], [1.82, -1.34, 1.52], [-0.11, -0.51, 0.13], [-0.14, 0.12, -0.08], [0.09, -0.28, 0.31], [0.09, 0.07, 0.02], [-0.03, 0.42, -0.18], [-0.11, -0.45, -0.46], [0.01, 1.03, 0.80], [0.46, -0.46, -0.03], [-1.12, 0.20, 0.51], [2.60, 0.36, 0.03], [-1.13, 0.97, 0.27], [0.14, -1.17, -0.34], [-0.26, 0.75, -1.40], [0.14, -0.05, -0.13], [0.09, 0.15, 0.11], [-0.08, 0.53, 0.21], [-0.19, 0.09, -0.24], [0.24, -1.06, 0.11], [-0.49, -0.13, 0.44], [-0.24, -0.33, 0.56], [0.18, -0.28, -0.08], [0.22, 1.28, -0.40], [-0.06, -0.76, -0.18], [0.15, 1.32, 0.68], [-0.70, -3.90, 0.33], [0.32, 2.11, 0.02], [0.84, 0.41, 0.17], [-0.33, 0.90, 0.12], [0.41, 0.07, -0.32], [-0.05, -0.57, -0.07], [-0.75, 0.03, 0.04], [-0.06, -0.39, -0.23], [0.09, -0.83, 0.56], [-0.02, 0.34, -0.69], [0.27, -1.51, 2.11], [-0.70, -1.07, 0.18], [2.30, 1.97, -1.20], [-0.21, -0.85, 1.04], [-1.15, 1.04, -1.92], [0.40, -0.42, 0.16], [0.31, 0.58, -0.15], [0.10, 0.04, -0.12], [-0.38, -0.49, 0.25], [-0.13, 0.22, -0.22], [-0.20, 0.69, -0.27], [-0.29, -0.13, 0.08], [-0.39, 0.07, 0.11], [0.01, 2.12, -1.00], [1.72, 0.76, 1.32], [0.61, -1.23, -0.94], [-0.29, -0.94, -0.71], [0.54, -0.15, 0.43], [0.29, 0.37, 0.47], [0.25, -0.88, -0.28], [-0.69, -0.88, 0.05], [-0.44, 0.19, -0.07], [-0.16, 0.56, 1.33], [-1.37, 1.24, -0.20], [-0.36, -0.56, 0.65], [-0.05, -0.60, -1.10], [-0.68, 1.03, 0.04], [-0.24, 0.82, -1.50], [-1.08, -1.75, -0.34], [0.76, 0.81, 1.01], [1.20, -0.59, 0.35], [-0.26, -0.27, 0.06], [0.48, -0.18, 0.32], [0.01, 0.04, -0.39], [-0.46, 0.07, 0.21], [0.63, -0.40, -0.05], [-0.45, 0.46, 0.25], [-0.06, -0.28, -0.15], [0.18, 0.20, 0.16], [1.41, 1.07, -1.81], [-0.14, -0.51, 1.57], [0.41, -0.49, -0.12], [-0.43, 0.79, 0.88], [0.21, -0.88, -0.19], [-0.35, -0.30, -0.21], [-0.84, 0.03, -0.45], [-0.11, -0.13, 0.32], [0.01, -0.05, -0.33], [-0.10, -0.30, 0.06], [0.15, 0.51, 0.00], [0.21, -0.46, -0.15], [-0.37, 0.59, 0.52]], "fmax_ev_per_a": 3.98, "homo_lumo_gap_ha": 0.35186, "charge": 0, "smiles": "C1CCOC1.C1CCOC1.C1CCOC1.C1CCOC1.C1CCOC1.C1CCOC1.C1CCOC1.C1CCOC1.C1CCOC1.C1CCOC1", "homo_ha": -0.343, "de_lowest_kcal_mol": 98.96}